{"formula": "ClHNO", "method": "the ωB97M-V functional and the def2-TZVPD basis", "homo_energy_ev": -3.8411, "multiplicity": 1, "relative_energy_kcal_mol": 4.1, "largest_force_ev_per_a": 3.0, "charge": -1, "symbols": ["H", "N", "O", "Cl"], "positions_angstrom": [[-0.66075, -0.69918, 0.18359], [-0.71004, 0.18512, -0.42978], [-0.71901, 1.24617, 0.20601], [2.08979, -0.73211, 0.04019]], "forces_ev_per_angstrom": [[0.30, 1.27, 0.11], [-0.03, 1.75, 0.83], [-0.13, -2.88, -0.95], [-0.15, -0.13, 0.01]], "nbo_charge": [0.2809, -0.0189, -0.3194, -0.9427]}


{"formula": "C5H13N3", "method": "the ωB97M-V functional and the def2-TZVPD basis", "homo_energy_ev": -7.2135, "multiplicity": 1, "relative_energy_kcal_mol": 169.9, "largest_force_ev_per_a": 2.6, "charge": 0, "symbols": ["N", "H", "H", "H", "H", "C", "H", "H", "H", "H", "N", "H", "H", "H", "H", "C", "C", "H", "N", "C", "C"], "positions_angstrom": [[-1.11438, 1.04992, -1.15191], [-2.03248, -1.63846, 0.07402], [1.38537, 1.67418, -1.27288], [-3.02398, 0.20445, -1.15734], [2.55257, 1.45711, 0.00277], [-2.22487, 0.44867, -0.45885], [-1.08801, -0.59364, 2.27854], [-2.68004, 1.13489, 0.30154], [-0.26545, -1.68233, 1.11021], [1.19361, 0.34863, 1.81299], [-1.71326, -0.71094, 0.27082], [0.15548, 1.36997, 0.90284], [-1.54584, 1.53374, -1.95083], [2.26474, -1.99917, -0.42159], [0.49101, -0.46475, -0.96938], [-0.61537, -0.66712, 1.29030], [0.46796, 0.33857, 0.98599], [2.82524, 0.63559, -1.54680], [1.91695, -1.34176, 0.27874], [1.29576, -0.20760, -0.19585], [2.05916, 0.94305, -0.83424]], "forces_ev_per_angstrom": [[-0.27, 1.10, 0.19], [-0.38, 0.17, -0.26], [-0.22, -0.31, -0.14], [-0.27, -0.55, 0.22], [0.13, -0.18, -0.20], [1.40, -1.34, 0.33], [0.52, 0.16, 0.07], [0.44, 0.14, -0.41], [0.85, -0.04, 0.84], [-0.25, -0.16, 0.09], [0.03, 0.64, 0.56], [-0.39, -0.01, -0.42], [0.42, -0.20, -0.17], [0.41, 0.65, -0.41], [-0.98, 0.00, -0.90], [-2.32, -0.17, -1.21], [1.05, -0.50, 0.80], [-0.11, -0.05, -0.04], [-0.83, -0.04, -0.57], [-0.16, 0.25, 1.78], [0.93, 0.43, -0.16]], "nbo_charge": [-0.6374, 0.3822, 0.2452, 0.1774, 0.2135, -0.1174, 0.1846, 0.2069, 0.2164, 0.2179, -0.6607, 0.2314, 0.3164, 0.3274, 0.3085, -0.2048, -0.4334, 0.2111, -0.4658, -0.1310, -0.5884]}


{"formula": "IO6V3", "method": "the ωB97M-V functional and the def2-TZVPD basis", "homo_energy_ev": -14.6417, "multiplicity": 1, "relative_energy_kcal_mol": 92.7, "largest_force_ev_per_a": 7.8, "charge": 2, "symbols": ["V", "V", "I", "O", "O", "O", "V", "O", "O", "O"], "positions_angstrom": [[-5.98902, -0.26232, 17.71561], [-9.55220, 5.80587, 17.50017], [-7.03411, 3.10984, 15.00725], [-5.07752, 0.20572, 18.75988], [-10.92387, 5.79736, 16.88154], [-9.38680, 5.03437, 18.91843], [-6.55812, 2.84435, 10.72881], [-7.47109, 1.57939, 10.48982], [-5.05310, 2.53139, 10.27255], [-7.38839, -0.86859, 18.19670]], "forces_ev_per_angstrom": [[-5.11, -2.15, -5.48], [3.79, -1.27, 2.88], [-0.09, -0.07, 0.00], [2.47, 1.38, 4.75], [-2.10, -0.59, 0.11], [-1.40, 1.54, -3.28], [1.61, -2.27, -0.53], [1.80, 1.91, 0.22], [-3.50, 0.38, 0.94], [2.52, 1.15, 0.40]], "mulliken_charge": [1.7763, 1.7669, -0.5941, -0.4211, -0.4222, -0.4741, 1.7194, -0.4255, -0.4507, -0.4748]}


{"formula": "C5H9NO", "method": "the ωB97M-V functional and the def2-TZVPD basis", "homo_energy_ev": -8.0342, "multiplicity": 1, "relative_energy_kcal_mol": 78.6, "largest_force_ev_per_a": 0.4, "charge": 0, "smiles": "C/C(O)=C1/CN1C", "symbols": ["N", "C", "C", "C", "C", "H", "H", "H", "H", "H", "O", "H", "C", "H", "H", "H"], "positions_angstrom": [[1.15972, 0.33963, -0.42104], [-1.64800, 1.23867, 1.00404], [0.03640, -0.37264, 0.06275], [-1.12478, -0.11502, 0.65753], [1.33957, 0.17778, -1.86971], [1.76085, -0.85548, 1.27073], [-1.49866, -1.94753, 0.75448], [0.66535, 0.84217, -2.41582], [1.76079, -1.79113, -0.30231], [-2.60294, 1.48428, 0.53411], [-1.87290, -1.14765, 1.14724], [2.37090, 0.44493, -2.11239], [1.34687, -0.96598, 0.27020], [-0.88257, 1.98620, 0.77410], [1.15681, -0.85590, -2.21298], [-1.80522, 1.22368, 2.09039]], "forces_ev_per_angstrom": [[0.04, 0.12, 0.06], [0.02, -0.10, -0.18], [-0.15, 0.07, 0.22], [0.31, 0.15, -0.16], [0.08, 0.10, -0.17], [-0.02, -0.17, -0.10], [-0.13, -0.06, 0.22], [0.07, -0.01, 0.14], [-0.18, 0.06, -0.09], [0.10, 0.01, -0.02], [0.04, -0.06, 0.12], [-0.10, -0.02, -0.04], [0.26, -0.30, 0.10], [-0.27, -0.08, -0.05], [-0.06, 0.23, 0.12], [-0.02, 0.06, -0.17]], "nbo_charge": [-0.3984, -0.6641, -0.0543, 0.3320, -0.4182, 0.2047, 0.4839, 0.2015, 0.1943, 0.2243, -0.6702, 0.1999, -0.2733, 0.2347, 0.1706, 0.2326]}


{"formula": "C24H29IN2ORe", "method": "the ωB97M-V functional and the def2-TZVPD basis", "s2": 0.7636, "homo_energy_ev": [-14.0089, -14.2609], "multiplicity": 2, "relative_energy_kcal_mol": 2.4, "largest_force_ev_per_a": 0.9, "charge": 2, "symbols": ["Re", "H", "H", "H", "C", "H", "H", "H", "N", "H", "H", "C", "H", "O", "C", "C", "H", "H", "H", "H", "C", "H", "H", "C", "H", "H", "C", "C", "C", "C", "H", "C", "C", "H", "N", "C", "C", "H", "I", "H", "C", "H", "H", "H", "C", "C", "C", "H", "H", "C", "C", "C", "C", "C", "H", "H", "H", "C"], "positions_angstrom": [[0.03144, 0.17928, 0.11708], [2.72352, 1.09116, 3.51067], [0.02158, -3.51281, -3.64588], [-0.88393, 1.68208, -2.60135], [0.96907, -0.97516, 2.01856], [2.74027, 1.93654, 1.96771], [-1.46266, -3.09621, 1.00828], [-3.15474, 1.44550, 1.27988], [1.68648, 0.13616, -1.18243], [3.35466, 0.61341, 0.01141], [0.25342, -3.41523, 1.15277], [2.76752, -0.10606, -3.10502], [-1.00967, 3.29814, -1.87030], [-0.46511, 1.81155, -0.57359], [-2.84949, -1.07619, 1.66987], [2.99227, 0.34558, -0.96464], [0.59504, 2.59312, -2.17616], [1.18148, 2.92391, 3.19921], [-2.04285, 2.77708, 1.55047], [-4.78678, -4.57301, -3.10057], [-3.15626, -3.36848, -2.42103], [0.44707, 3.35033, 1.65142], [1.80103, -2.90249, 2.46301], [-2.36952, 1.81411, 1.93326], [2.59174, -2.09358, 1.11319], [0.68424, -0.44355, -2.85970], [-1.19764, -2.07590, -1.76101], [0.08930, 1.32477, 2.27292], [2.58396, 0.96571, 2.43368], [-2.97193, -5.00335, -4.16475], [3.35679, 0.28738, 2.08845], [2.12793, -1.93680, 2.08988], [-1.03026, -3.74407, -3.53830], [-0.55204, 3.19461, 3.09239], [1.57702, -0.13525, -2.49919], [-0.59032, -2.92759, 1.63117], [0.30634, 2.77814, 2.57232], [-0.76040, -3.40741, 2.59881], [5.74173, 0.42829, -2.39808], [-1.03760, -5.23976, -5.06631], [-1.79392, -3.06198, -2.57664], [-3.43169, -5.76099, -4.78525], [-3.74007, -2.83575, -1.68199], [2.87172, -0.30048, -4.15999], [-1.62112, -4.71001, -4.32634], [1.19818, 0.43991, 2.17175], [-1.44788, -0.54256, 1.79775], [2.89207, -1.57481, 2.77201], [-2.92826, -2.05681, 2.13093], [3.71459, 0.20650, -2.14466], [-0.33940, -1.45860, 1.83613], [-3.73836, -4.33542, -3.21464], [-0.69788, -1.20163, -1.05212], [-0.43476, 2.37593, -1.89066], [-3.14271, -1.16894, 0.62214], [-2.79719, 1.96837, 2.92723], [-3.56158, -0.42586, 2.16930], [-1.22349, 0.84707, 2.01070]], "forces_ev_per_angstrom": [[0.20, 0.82, 0.21], [0.00, 0.00, 0.00], [0.00, -0.01, -0.01], [-0.01, -0.03, 0.04], [-0.02, -0.09, 0.06], [0.00, 0.00, 0.00], [0.00, 0.00, 0.00], [0.00, 0.00, 0.00], [-0.19, -0.27, -0.09], [-0.01, 0.00, 0.00], [0.00, 0.00, 0.00], [0.00, 0.00, 0.01], [0.01, 0.00, 0.03], [-0.10, -0.17, -0.06], [0.00, 0.02, -0.01], [-0.02, 0.17, -0.02], [0.01, -0.01, 0.03], [0.01, 0.00, -0.01], [0.00, 0.00, 0.00], [0.00, 0.00, 0.00], [0.00, 0.01, 0.01], [0.00, 0.01, 0.01], [0.00, 0.00, -0.01], [0.02, 0.01, -0.01], [0.01, 0.01, 0.00], [-0.01, 0.00, 0.01], [0.02, -0.04, 0.00], [-0.06, -0.11, 0.06], [0.00, 0.02, -0.01], [0.00, 0.00, 0.00], [0.00, 0.00, 0.00], [0.01, 0.03, 0.01], [0.02, 0.01, 0.00], [0.00, 0.00, 0.00], [0.05, -0.14, 0.00], [0.00, 0.01, 0.02], [0.02, -0.01, -0.01], [0.00, 0.00, 0.00], [0.00, 0.00, 0.00], [0.00, 0.00, 0.00], [-0.01, 0.00, 0.01], [0.00, 0.00, 0.00], [-0.01, -0.01, 0.00], [-0.01, 0.00, 0.00], [0.00, -0.01, 0.00], [0.00, -0.10, -0.11], [-0.05, -0.08, -0.18], [0.00, 0.00, 0.00], [0.00, 0.00, 0.01], [0.02, 0.01, 0.00], [0.03, -0.01, 0.05], [0.00, 0.00, -0.01], [-0.02, -0.07, -0.02], [0.11, 0.14, -0.11], [0.00, -0.02, 0.00], [0.00, 0.00, 0.00], [0.00, 0.01, -0.01], [0.02, -0.09, 0.08]], "mulliken_charge": [1.5684, 0.3769, 0.4497, 0.2962, 0.8684, 0.6273, 0.5027, 0.5456, 0.0846, 0.3888, 0.6229, -0.0834, 0.3290, -0.4113, -2.1797, -0.1583, 0.2898, 0.4694, 0.5326, 0.4334, -0.3195, 0.3458, 0.5067, -2.4483, 0.3728, 0.0822, 0.4216, 0.6648, -2.7059, -0.3960, 0.6754, -2.0604, -0.3106, 0.4661, -0.0543, -2.4782, -2.0123, 0.3523, 0.2219, 0.4189, 0.3471, 0.4194, 0.4398, 0.5027, -0.7120, 1.2134, 0.8275, 0.4749, 0.4341, -0.8973, 0.9787, -0.6789, -0.5504, -0.7757, 0.4876, 0.4062, 0.4815, 1.3054]}


{"formula": "C5H5N", "method": "the ωB97M-V functional and the def2-TZVPD basis", "homo_energy_ev": -7.7323, "multiplicity": 1, "relative_energy_kcal_mol": 110.6, "largest_force_ev_per_a": 4.8, "charge": 0, "symbols": ["H", "C", "C", "C", "N", "C", "H", "H", "C", "H", "H"], "positions_angstrom": [[-0.64165, 2.28009, -0.19633], [1.04995, 1.02665, 0.00405], [-0.39828, 1.29438, -0.15849], [2.10351, -1.19187, -0.19698], [1.60360, -0.07127, -0.07657], [-1.84959, -0.85755, -0.07831], [-2.09652, -1.43550, -0.89084], [-2.26699, -1.35872, 0.77174], [-1.22361, 0.29537, -0.13500], [2.02316, -1.90191, 0.53650], [1.69643, 1.92033, 0.42024]], "forces_ev_per_angstrom": [[-1.00, 2.60, -0.24], [0.41, 4.56, 1.27], [1.72, -2.46, 0.13], [-0.37, 2.90, -2.74], [1.28, -3.80, 0.45], [0.41, 1.51, 1.11], [-0.21, -0.83, -2.44], [0.16, 0.46, 1.04], [-0.98, -1.65, 0.18], [-0.13, -1.48, 2.21], [-1.28, -1.81, -0.97]], "nbo_charge": [0.2292, -0.0348, -0.3315, -0.0280, -0.2892, -0.4698, 0.2143, 0.2188, 0.1263, 0.1688, 0.1959]}